[1]
The ion C4H10NO with charge -1 at a distorted geometry. Source: OMol25; level of theory: ωB97M-V with the def2-TZVPD basis set.

```
16
Properties=species:S:1:pos:R:3:forces:R:3:mulliken_charge:R:1
C 1.2015 0.8874 -0.5490 0.413 -2.364 -0.465 -1.4586
C 0.0350 0.1363 0.1366 1.612 -0.408 1.091 1.3179
C 0.1439 -1.3506 -0.3824 -2.722 -0.160 0.688 -1.4030
C -1.2735 0.5538 -0.3616 -1.716 -0.614 1.867 -1.8071
N -0.0391 0.3674 1.6878 0.973 0.968 -2.689 -0.3693
O -1.0046 -0.3567 2.2989 -0.495 -0.892 0.394 -0.7999
H 1.3340 1.9286 -0.4843 -0.937 1.666 -0.140 0.4349
H 2.2140 0.5888 -0.2093 -0.473 -0.670 0.084 0.3415
H 1.0837 0.4688 -1.5902 0.569 1.148 0.567 0.2606
H -0.5954 -1.8351 0.3296 0.820 0.032 -0.735 0.3642
H 1.0917 -1.7847 -0.2315 1.330 -0.527 0.082 0.4138
H -0.2381 -1.5775 -1.4637 0.731 0.758 1.741 0.2666
H -1.9877 -0.1500 0.1233 0.239 0.225 -0.561 0.3394
H -1.5866 1.4780 0.0660 -0.011 1.212 -0.161 0.4707
H -1.2839 0.4666 -1.3984 -0.492 0.237 -1.976 0.4302
H 0.9052 0.1788 2.0281 0.159 -0.611 0.214 0.1981
```
Positions in Å, forces in eV/Å.

Calculated values
HOMO-LUMO gap = 4.993 eV
Relative energy (zero: lowest compared OMol25 entry of this formula, charge and spin) = 248.42 kJ/mol
Total charge = -1
HOMO energy = -1.0 eV
Structure (SMILES) = CC(C)(C)N[O-]

---

[2]
A structure of composition C50H53N4P2RhSSi2 at a distorted geometry. Source: OMol25; level of theory: ωB97M-V with the def2-TZVPD basis set.

```
113
Properties=species:S:1:pos:R:3:forces:R:3:mulliken_charge:R:1
Rh 0.6827 0.6528 0.0178 -0.449 0.108 0.100 0.1919
C 1.0021 -0.3678 4.9697 -0.013 -0.044 0.038 -1.0533
Si 0.5152 0.9549 3.7381 -0.056 -0.013 -0.248 0.0721
C 1.8579 2.2512 3.7286 0.031 0.034 -0.049 -1.0952
C -1.0874 1.7241 4.3373 -0.028 -0.008 0.068 -0.8769
N 0.3024 0.3111 2.1366 0.332 0.038 0.120 -0.3241
P -0.5370 -0.9724 1.6821 -0.365 -0.374 0.527 2.9264
C -0.6471 -0.7318 0.0178 0.378 0.083 -0.105 -1.4294
P -0.7258 -0.7405 -1.6561 -0.808 -0.135 -1.032 1.9489
N 0.1575 0.4933 -2.1418 0.788 -0.012 0.605 -0.1930
Si 1.3711 0.9536 -3.2935 -0.392 0.007 -0.132 0.1367
C 0.6125 1.0504 -5.0133 0.001 -0.107 -0.065 -1.3731
C 2.8157 -0.2233 -3.3890 0.057 -0.018 0.040 -0.6368
C 1.9263 2.6966 -2.9159 -0.034 0.070 -0.012 -0.7921
C -0.3081 -2.3432 -2.4054 0.082 -0.004 0.018 0.5893
C -0.0945 -3.4658 -1.6145 0.013 0.033 0.027 -0.1762
C 0.1983 -4.6908 -2.1999 -0.008 -0.002 0.022 -0.4667
C 0.2753 -4.7992 -3.5795 0.016 0.009 -0.016 -0.7359
C 0.0599 -3.6813 -4.3777 -0.001 -0.020 0.023 -0.8020
C -0.2323 -2.4612 -3.7920 -0.022 0.017 -0.005 -0.4626
C -2.4411 -0.5226 -2.2063 -0.028 -0.020 0.080 0.8873
C -2.7331 0.2342 -3.3340 0.035 0.042 -0.004 -0.3358
C -4.0469 0.3724 -3.7618 -0.010 -0.036 -0.005 -0.6605
C -5.0745 -0.2378 -3.0560 0.006 0.015 0.009 -0.6467
C -4.7885 -0.9891 -1.9223 0.003 -0.004 -0.011 -0.7310
C -3.4749 -1.1354 -1.5035 0.013 -0.017 0.007 -0.5669
C 0.2810 -2.5257 2.1282 -0.053 -0.029 0.038 0.4277
C 1.6188 -2.5227 2.5040 0.002 0.040 0.022 -0.6045
C 2.2591 -3.7108 2.8282 -0.013 -0.008 0.030 -1.2578
C 1.5630 -4.9082 2.7808 -0.008 0.009 0.009 -0.8884
C 0.2276 -4.9236 2.3926 0.006 0.000 -0.012 -0.8911
C -0.4091 -3.7380 2.0650 -0.011 -0.001 -0.081 -0.2273
C -2.1688 -1.0625 2.4610 0.014 0.105 0.022 0.7081
C -2.4055 -1.7611 3.6438 0.023 -0.009 -0.010 -0.6676
C -3.6289 -1.6478 4.2876 -0.002 0.012 -0.010 -0.7950
C -4.6184 -0.8300 3.7587 0.001 0.002 0.006 -0.8274
C -4.3890 -0.1317 2.5808 -0.005 0.006 -0.003 -1.1813
C -3.1679 -0.2432 1.9340 0.011 -0.029 -0.040 -0.1327
H 1.0813 0.0799 5.9642 -0.013 -0.003 0.005 0.4844
H 1.9639 -0.8209 4.7267 0.026 0.016 0.026 0.2860
H 0.2637 -1.1710 5.0265 0.003 0.000 0.004 0.2559
H 2.1712 2.4611 4.7547 -0.028 -0.009 0.004 0.5492
H 1.5309 3.1979 3.2924 0.005 0.000 -0.033 0.2390
H 2.7324 1.9105 3.1712 0.022 0.009 -0.004 0.2554
H -0.9061 2.3849 5.1894 -0.003 -0.015 0.016 0.4370
H -1.7986 0.9569 4.6551 -0.004 0.005 -0.016 0.2490
H -1.5731 2.3109 3.5558 -0.003 0.028 0.010 0.1588
H 0.3324 0.0816 -5.4315 -0.007 0.013 -0.020 0.3812
H 1.3502 1.4891 -5.6916 -0.005 0.006 -0.006 0.4336
H -0.2671 1.6981 -5.0289 0.016 0.025 0.013 0.3355
H 2.4944 -1.2610 -3.5070 -0.013 0.004 -0.018 0.1703
H 3.4414 -0.1715 -2.4978 0.005 -0.008 0.013 0.0143
H 3.4336 0.0408 -4.2521 0.015 -0.011 0.005 0.6052
H 1.4325 3.3973 -3.5939 -0.006 -0.014 -0.015 0.5319
H 3.0049 2.8175 -3.0345 -0.008 -0.005 -0.010 0.3041
H 1.6763 2.9973 -1.8996 -0.001 -0.009 -0.073 -0.0905
H -0.1337 -3.3731 -0.5359 0.000 -0.020 0.004 0.2862
H 0.3716 -5.5572 -1.5738 -0.006 0.001 0.001 0.5051
H 0.5059 -5.7529 -4.0365 -0.001 -0.002 0.000 0.3924
H 0.1189 -3.7634 -5.4553 0.002 0.003 0.000 0.4409
H -0.4071 -1.5946 -4.4173 -0.019 0.002 -0.001 0.3462
H -1.9308 0.7340 -3.8620 0.005 -0.002 0.001 0.0230
H -4.2683 0.9634 -4.6414 0.003 0.011 0.006 0.4497
H -6.1005 -0.1188 -3.3806 0.002 -0.016 -0.014 0.4048
H -5.5888 -1.4598 -1.3655 0.002 0.004 0.003 0.4382
H -3.2527 -1.7185 -0.6160 -0.006 -0.004 0.003 0.4943
H 2.1596 -1.5862 2.5317 -0.001 -0.001 0.003 0.8142
H 3.3040 -3.6959 3.1087 -0.005 0.005 0.000 0.5085
H 2.0577 -5.8335 3.0476 0.007 -0.003 -0.019 0.4323
H -0.3173 -5.8582 2.3540 0.001 0.000 -0.011 0.4772
H -1.4482 -3.7551 1.7542 -0.013 0.000 0.037 0.5307
H -1.6351 -2.3939 4.0661 0.010 -0.006 0.002 0.3207
H -3.8082 -2.1950 5.2041 0.005 0.008 0.005 0.4386
H -5.5680 -0.7330 4.2693 -0.007 -0.015 -0.008 0.4017
H -5.1577 0.5102 2.1689 0.000 -0.002 -0.002 0.5460
H -2.9727 0.3155 1.0250 0.001 0.031 0.016 0.3213
S -1.5857 4.8177 1.1102 0.013 0.037 -0.008 -0.3378
C -1.3788 3.1060 0.9195 0.014 -0.134 0.004 0.2575
N -2.2041 2.5045 0.1393 -0.016 0.069 0.022 0.4508
C -3.1102 3.4121 -0.3887 -0.013 -0.104 -0.009 -0.6111
C -4.1485 3.0777 -1.2600 0.010 0.030 0.011 -0.1278
C -4.9851 4.0797 -1.7007 0.002 0.019 0.004 -0.7503
C -4.8014 5.4074 -1.2858 -0.014 -0.018 -0.032 -0.4482
C -3.7817 5.7512 -0.4229 0.024 -0.011 0.021 -0.6864
C -2.9355 4.7372 0.0250 -0.004 0.045 0.001 0.8256
H -0.5954 2.5661 1.4456 -0.139 0.190 -0.006 -0.5175
H -4.2704 2.0484 -1.5722 -0.001 0.006 0.013 0.3582
H -5.7967 3.8421 -2.3762 0.002 0.006 -0.006 0.4413
H -5.4695 6.1766 -1.6506 -0.008 -0.002 0.009 0.3788
H -3.6466 6.7754 -0.1021 0.005 0.001 -0.005 0.3979
C 4.6848 -3.2862 0.3097 -0.006 -0.001 -0.025 -0.9241
C 5.2187 -2.1438 0.8944 -0.009 0.025 0.017 -0.8491
C 4.5491 -0.9319 0.8346 0.020 -0.091 0.012 0.0834
C 3.3191 -0.8319 0.1678 -0.018 0.156 0.011 -1.7222
C 2.7896 -1.9864 -0.4084 0.029 -0.018 -0.065 0.6861
C 3.4612 -3.1938 -0.3392 0.012 -0.005 -0.007 -0.6583
N 2.6231 0.3668 0.1319 0.596 0.142 0.064 1.3339
C 3.2298 1.5982 0.0001 0.057 -0.107 -0.093 -0.1278
C 2.5088 2.7271 0.4191 0.030 0.002 -0.020 0.1610
C 2.9775 4.0150 0.1860 -0.017 -0.041 0.061 -0.5036
C 4.1962 4.2080 -0.4337 0.048 0.017 -0.009 -0.7983
C 4.9368 3.0933 -0.8324 0.013 0.029 0.025 -0.7707
C 4.4702 1.8116 -0.6342 -0.030 0.007 0.019 -0.4067
H 5.2143 -4.2285 0.3593 -0.002 -0.003 0.007 0.4222
H 6.1673 -2.1951 1.4156 0.002 -0.005 -0.005 0.3825
H 4.9679 -0.0565 1.3150 -0.006 0.002 -0.004 0.5543
H 1.8467 -1.9179 -0.9285 -0.039 0.001 -0.001 -0.0329
H 3.0171 -4.0690 -0.7994 0.008 -0.002 -0.008 0.5450
H 1.5829 2.5916 0.9707 -0.029 -0.002 0.126 0.0972
H 2.3940 4.8636 0.5225 -0.021 -0.006 -0.032 0.4685
H 4.5762 5.2065 -0.6027 0.005 -0.003 0.006 0.4097
H 5.8921 3.2341 -1.3236 0.001 0.003 0.002 0.3894
H 5.0456 0.9629 -0.9796 -0.002 0.002 0.000 0.3999
```
Positions in Å, forces in eV/Å.

Calculated values
HOMO-LUMO gap = 6.616 eV
HOMO energy = -6.7 eV

---

[3]
A cluster of 2 separate species, C2H8NOS in total. Source: OMol25; level of theory: ωB97M-V with the def2-TZVPD basis set.

```
13
Properties=species:S:1:pos:R:3:forces:R:3:mulliken_charge:R:1
C 0.4406 1.5321 0.1276 0.162 -0.156 -0.164 -0.6436
C -0.3729 0.2746 -0.2536 0.343 0.727 -0.298 -0.5553
S -0.7282 -0.7428 1.1970 -0.157 0.151 0.614 -0.7095
N 1.7565 1.2404 0.7146 -0.365 -0.469 0.497 -0.6727
H -0.1848 2.0349 0.8688 0.230 0.164 0.158 0.2776
H 0.6210 2.2632 -0.6790 -0.323 -0.396 -0.175 0.3636
H 0.1394 -0.3618 -0.9778 0.174 0.206 -0.200 0.2899
H -1.2658 0.6689 -0.7426 -0.322 -0.277 0.000 0.2724
H 2.3007 0.7319 0.0223 -0.020 0.104 -0.159 0.2354
H 1.5125 0.4983 1.3842 0.305 0.206 0.112 0.2794
H -1.5765 -2.0718 -0.0990 0.288 -0.309 -0.866 0.2316
H -1.0719 -3.4170 -0.6224 -0.102 0.255 -0.166 0.2962
O -1.5709 -2.6509 -0.9402 -0.212 -0.206 0.648 -0.6649
```
Positions in Å, forces in eV/Å.

Calculated values
HOMO-LUMO gap = 7.065 eV
Relative energy (zero: lowest compared OMol25 entry of this formula, charge and spin) = 9.76 kJ/mol
Total charge = -1
HOMO energy = -2.9 eV

---

| no. | molecular weight (g mol⁻¹) |
| --- | --- |
| 1 | 88.1 |
| 2 | 963.1 |
| 3 | 94.2 |